Record 1
This record from OMol25 describes a cluster of 10 separate species, C49H52BrFN9OP in total. The level of theory is ωB97M-V with the def2-TZVPD basis set.

Each line ends with the Mulliken charge.
Atoms and positions in Å:
O1 2.35 3.01 1.61  -0.47
C1 1.49 2.76 0.74  0.32
Br1 0.35 4.27 0.15  -0.13
C2 1.40 1.27 0.21  -0.35
P1 -0.32 0.69 -0.32  0.05
C3 -1.67 1.27 0.88  -0.42
C4 -2.60 2.42 0.21  -0.23
F1 -2.73 3.59 1.04  -0.33
H1 1.80 0.55 1.01  0.14
H2 2.11 1.13 -0.69  0.37
H3 -0.30 -0.75 -0.13  0.03
H4 -2.38 0.36 1.02  0.22
H5 -1.28 1.56 1.92  0.29
H6 -3.62 1.97 -0.10  0.29
H7 -2.06 2.73 -0.76  0.21
C5 -7.41 3.00 -0.05  -0.29
C6 -8.52 2.84 -0.87  -0.33
C7 -8.51 3.44 -2.12  -0.26
N1 -7.48 4.17 -2.58  -0.58
C8 -6.42 4.31 -1.77  -0.28
C9 -6.34 3.75 -0.51  -0.37
H8 -7.39 2.54 0.93  0.43
H9 -9.38 2.26 -0.54  0.42
H10 -9.35 3.34 -2.80  0.36
H11 -5.61 4.91 -2.17  0.38
H12 -5.46 3.89 0.11  0.52
C10 -9.47 -1.39 2.16  -0.19
C11 -9.29 -0.80 0.92  -0.25
C12 -8.00 -0.67 0.44  -0.47
N2 -6.91 -1.09 1.10  -0.53
C13 -7.11 -1.66 2.30  -0.25
C14 -8.35 -1.83 2.87  -0.50
H13 -10.46 -1.51 2.58  0.48
H14 -10.14 -0.44 0.35  0.46
H15 -7.81 -0.22 -0.53  0.50
H16 -6.21 -1.98 2.81  0.37
H17 -8.46 -2.30 3.84  0.36
C15 -14.90 -2.62 2.56  -0.19
C16 -15.36 -1.40 2.08  -0.36
C17 -14.57 -0.71 1.17  -0.21
N3 -13.38 -1.15 0.73  -0.48
C18 -12.96 -2.33 1.21  -0.29
C19 -13.67 -3.09 2.12  -0.44
H18 -15.49 -3.18 3.27  0.36
H19 -16.31 -0.99 2.40  0.35
H20 -14.89 0.24 0.76  0.36
H21 -11.99 -2.66 0.84  0.54
H22 -13.28 -4.04 2.47  0.36
C20 0.15 -4.00 -3.93  0.05
C21 0.67 -4.28 -2.67  -0.71
C22 0.74 -3.25 -1.75  -0.22
N4 0.34 -2.00 -1.99  -0.14
C23 -0.16 -1.75 -3.22  -0.14
C24 -0.27 -2.71 -4.21  -0.73
H23 0.08 -4.77 -4.68  0.40
H24 1.01 -5.28 -2.42  0.36
H25 1.13 -3.43 -0.75  0.37
H26 -0.47 -0.72 -3.39  0.36
H27 -0.68 -2.45 -5.18  0.38
C25 -2.74 -6.45 -8.91  -0.13
C26 -1.47 -6.99 -8.80  -0.46
C27 -0.83 -6.91 -7.57  -0.13
N5 -1.36 -6.34 -6.48  -0.43
C28 -2.60 -5.83 -6.62  -0.16
C29 -3.32 -5.86 -7.80  -0.47
H28 -3.28 -6.50 -9.85  0.36
H29 -0.98 -7.46 -9.65  0.34
H30 0.17 -7.32 -7.44  0.36
H31 -3.00 -5.37 -5.72  0.38
H32 -4.31 -5.43 -7.85  0.35
C30 6.45 3.48 3.96  -0.35
C31 5.34 3.31 3.14  -0.28
C32 5.36 3.90 1.88  -0.29
N6 6.39 4.64 1.42  -0.54
C33 7.44 4.79 2.24  -0.28
C34 7.52 4.23 3.50  -0.47
H33 6.47 3.03 4.95  0.37
H34 4.49 2.73 3.46  0.41
H35 4.53 3.80 1.20  0.49
H36 8.26 5.38 1.84  0.52
H37 8.40 4.38 4.12  0.38
C35 0.25 -1.86 5.69  -0.17
C36 -0.86 -2.02 4.87  -0.67
C37 -0.85 -1.42 3.62  -0.14
N7 0.18 -0.69 3.15  -0.05
C38 1.24 -0.55 3.97  0.00
C39 1.32 -1.11 5.23  -0.72
H38 0.27 -2.31 6.67  0.37
H39 -1.72 -2.60 5.19  0.37
H40 -1.69 -1.52 2.94  0.34
H41 2.05 0.05 3.57  0.31
H42 2.20 -0.96 5.84  0.37
C40 12.29 5.93 0.60  -0.33
C41 13.11 4.91 0.14  -0.67
C42 12.51 3.72 -0.25  0.03
N8 11.19 3.49 -0.19  -0.41
C43 10.42 4.49 0.26  -0.13
C44 10.92 5.72 0.67  -0.34
H43 12.72 6.88 0.91  0.37
H44 14.18 5.04 0.07  0.37
H45 13.11 2.89 -0.62  0.40
H46 9.36 4.28 0.30  0.43
H47 10.25 6.50 1.02  0.32
C45 14.09 -1.63 0.86  -0.13
C46 15.35 -1.19 0.46  -0.41
C47 15.44 -0.01 -0.26  -0.24
N9 14.38 0.73 -0.60  -0.46
C48 13.17 0.29 -0.20  -0.02
C49 12.98 -0.87 0.52  -0.66
H48 13.98 -2.54 1.43  0.36
H49 16.24 -1.76 0.71  0.34
H50 16.40 0.37 -0.59  0.37
H51 12.33 0.92 -0.49  0.48
H52 11.98 -1.18 0.82  0.35

Summary:
- HOMO level: -8.2 eV
- SMILES string: O=C(Br)CPCCF.c1ccncc1.c1ccncc1.c1ccncc1.c1ccncc1.c1ccncc1.c1ccncc1.c1ccncc1.c1ccncc1.c1ccncc1
- Orbital gap: 8.746 eV
- 2S+1: 1
- E: -5481.52416 Ha
- Max |F|: 5.020 eV/A
- Net charge: 0
- E_LUMO: 0.58 eV

Record 2
This record from OMol25 describes a structure of composition C49H52N7O4Ti. The level of theory is ωB97M-V with the def2-TZVPD basis set.

Each line ends with the Mulliken spin population.
Atoms and positions in Å:
Ti1 0.14 -0.70 -0.61  0.89
C1 2.87 -3.70 -0.62  0.01
C2 2.47 -3.12 -1.99  0.01
C3 2.80 -1.63 -2.17  0.05
N1 1.74 -0.67 -1.89  0.01
C4 2.06 0.63 -2.29  0.27
C5 3.32 1.01 -2.67  -0.24
C6 3.83 2.16 -3.37  0.54
C7 3.11 3.20 -3.96  -0.30
C8 1.76 3.43 -3.83  0.43
C9 0.80 2.74 -2.99  -0.06
C10 0.89 1.59 -2.25  0.22
N2 -0.12 1.13 -1.45  0.01
C11 -1.34 1.91 -1.43  0.04
C12 -2.49 1.12 -0.82  0.07
C13 -2.75 -0.11 -1.68  0.00
N3 -1.70 -1.09 -1.44  0.02
C14 -1.71 -2.25 -2.08  -0.01
C15 -2.36 -2.48 -3.30  0.03
C16 -2.57 -3.67 -3.99  -0.01
C17 -2.45 -4.97 -3.55  0.03
C18 -2.03 -5.37 -2.28  0.00
C19 -1.41 -4.66 -1.29  0.01
C20 -0.99 -3.29 -1.28  0.03
N4 -0.13 -2.78 -0.46  -0.04
C21 0.58 -3.65 0.48  0.01
C22 2.05 -3.24 0.57  0.00
H1 2.81 -4.80 -0.67  0.00
H2 3.92 -3.46 -0.45  0.00
H3 3.03 -3.67 -2.75  0.00
H4 1.42 -3.28 -2.19  0.00
H5 3.70 -1.43 -1.56  0.00
H6 3.11 -1.48 -3.21  -0.03
H7 4.10 0.30 -2.41  -0.03
H8 4.91 2.17 -3.51  0.04
H9 3.68 3.90 -4.57  -0.02
H10 1.37 4.29 -4.37  0.06
H11 -0.15 3.25 -2.93  -0.02
H12 -1.18 2.86 -0.89  -0.04
H13 -1.64 2.17 -2.45  0.00
H14 -2.24 0.81 0.19  -0.01
H15 -3.38 1.76 -0.78  0.00
H16 -3.72 -0.57 -1.45  -0.01
H17 -2.80 0.21 -2.73  0.00
H18 -2.71 -1.58 -3.80  0.00
H19 -2.95 -3.54 -5.00  0.00
H20 -2.76 -5.75 -4.23  0.00
H21 -2.19 -6.42 -2.04  0.00
H22 -1.20 -5.22 -0.39  0.01
H23 0.12 -3.55 1.46  -0.01
H24 0.53 -4.69 0.19  0.00
H25 2.08 -2.16 0.68  0.04
H26 2.47 -3.66 1.49  0.00
O1 1.64 6.86 0.19  0.00
C23 0.30 6.37 0.15  0.01
C24 0.24 5.00 0.75  0.01
C25 -0.95 4.51 1.25  0.00
C26 -0.99 3.20 1.69  0.00
N5 0.07 2.38 1.67  -0.01
C27 1.22 2.88 1.25  0.02
C28 1.35 4.17 0.77  -0.01
C29 2.44 2.00 1.41  -0.01
C30 3.43 2.47 2.27  0.00
C31 4.53 1.68 2.56  0.00
C32 5.59 2.13 3.51  0.00
O2 6.37 3.22 2.99  0.00
C33 4.61 0.47 1.91  0.01
C34 3.60 0.11 1.04  0.00
N6 2.51 0.83 0.79  0.05
H27 1.67 7.69 -0.28  0.00
H28 -0.06 6.30 -0.88  0.00
H29 -0.37 7.03 0.70  0.00
H30 -1.84 5.13 1.29  0.00
H31 -1.91 2.78 2.09  0.00
H32 2.31 4.52 0.39  -0.01
H33 3.31 3.44 2.75  0.00
H34 6.23 1.29 3.77  0.00
H35 5.14 2.51 4.43  0.00
H36 6.52 3.04 2.05  0.00
H37 5.45 -0.20 2.07  0.00
H38 3.68 -0.82 0.49  -0.01
C35 -3.88 -5.89 3.99  0.00
C36 -4.09 -4.79 2.97  0.00
C37 -4.96 -5.03 1.91  0.00
C38 -5.14 -4.08 0.92  0.00
C39 -4.46 -2.88 0.99  0.00
C40 -3.58 -2.61 2.05  0.00
N7 -2.90 -1.36 1.97  0.00
C41 -2.53 -0.55 3.06  0.00
C42 -3.54 -0.23 3.99  0.00
C43 -3.29 0.61 5.05  0.00
C44 -2.02 1.16 5.23  0.00
C45 -1.01 0.82 4.35  0.00
C46 -1.24 -0.03 3.27  0.00
C47 -0.03 -0.47 2.49  0.00
O3 1.00 -0.72 3.07  0.00
O4 -0.19 -0.55 1.18  -0.06
C48 -3.38 -3.58 3.05  0.00
C49 -2.39 -3.35 4.17  0.00
H39 -4.50 -6.76 3.75  0.00
H40 -4.13 -5.57 5.00  0.00
H41 -2.84 -6.23 4.00  0.00
H42 -5.48 -5.98 1.85  0.00
H43 -5.82 -4.27 0.09  0.00
H44 -4.59 -2.12 0.23  0.00
H45 -2.31 -1.28 1.16  0.01
H46 -4.52 -0.67 3.85  0.00
H47 -4.08 0.84 5.75  0.00
H48 -1.83 1.84 6.05  0.00
H49 0.00 1.19 4.49  0.00
H50 -2.75 -2.61 4.89  0.00
H51 -1.44 -2.98 3.79  0.00
H52 -2.20 -4.27 4.72  0.00

Summary:
- HOMO level (spin up / spin down): -1.8 / -3.8 eV
- Orbital gap (spin up / spin down): 4.137 / 6.210 eV
- 2S+1: 3
- E: -3432.24723 Ha
- Max |F|: 2.653 eV/A
- Net charge: -1
- Expectation value of S²: 2.0359
- E_LUMO (spin up / spin down): 2.38 / 2.38 eV

Record 3
This record from OMol25 describes a structure of composition C49H53Br2N5O4PSY. The level of theory is ωB97M-V with the def2-TZVPD basis set.

Each line ends with the Mulliken spin population.
Atoms and positions in Å:
Y1 -1.64 -0.53 0.84  -0.05
O1 2.06 0.47 6.99  0.01
C1 0.95 0.98 6.74  0.01
O2 0.14 1.60 7.47  0.00
C2 0.42 0.73 5.31  0.08
C3 -0.86 1.22 4.92  0.01
C4 -1.34 0.93 3.68  0.09
N1 -0.65 0.16 2.78  0.13
C5 0.57 -0.37 3.17  0.13
C6 1.11 -0.05 4.43  -0.01
C7 1.14 -1.34 2.29  0.17
C8 2.41 -1.93 2.51  -0.01
C9 2.82 -2.98 1.74  0.11
C10 1.97 -3.46 0.71  0.14
C11 0.78 -2.82 0.50  -0.05
N2 0.35 -1.77 1.24  0.16
C12 -2.72 1.29 3.30  -0.04
C13 -3.37 2.40 3.82  0.01
C14 -4.67 2.65 3.45  0.00
C15 -5.31 1.78 2.58  0.02
C16 -4.60 0.70 2.09  0.00
N3 -3.33 0.46 2.43  0.02
H1 -1.43 1.77 5.65  0.00
H2 2.05 -0.45 4.78  0.00
H3 3.04 -1.55 3.31  0.02
H4 3.78 -3.44 1.92  0.01
H5 2.25 -4.30 0.08  0.01
H6 0.12 -3.13 -0.31  0.02
H7 -2.83 3.06 4.49  0.00
H8 -5.19 3.52 3.84  0.00
H9 -6.34 1.94 2.27  0.00
H10 -5.05 0.02 1.39  0.00
C17 -2.20 -2.19 4.22  0.02
C18 -2.73 -3.07 3.13  0.00
C19 -3.36 -4.29 3.46  0.00
C20 -3.89 -5.08 2.50  0.00
C21 -3.78 -4.71 1.14  0.00
C22 -4.31 -5.44 0.06  0.00
Br1 -5.26 -7.07 0.36  0.00
C23 -4.16 -5.01 -1.22  0.00
C24 -3.43 -3.84 -1.48  0.00
Br2 -3.21 -3.28 -3.28  0.00
C25 -2.81 -3.09 -0.49  0.01
O3 -2.03 -2.09 -0.73  -0.01
C26 -3.07 -3.51 0.87  0.01
N4 -2.60 -2.69 1.87  0.00
H11 -2.41 -2.62 5.20  0.00
H12 -2.65 -1.20 4.18  0.00
H13 -1.12 -2.06 4.13  -0.01
H14 -3.43 -4.57 4.50  0.00
H15 -4.41 -6.00 2.75  0.00
H16 -4.59 -5.56 -2.05  0.00
O4 -3.42 0.11 -0.65  0.00
N5 -3.16 1.00 -1.59  0.00
C27 -3.56 0.75 -2.86  0.00
C28 -3.34 1.65 -3.87  0.00
C29 -2.71 2.85 -3.57  0.00
C30 -2.27 3.08 -2.28  0.00
C31 -2.46 2.13 -1.26  0.00
S1 -1.84 2.26 0.33  0.00
H17 -4.04 -0.21 -2.99  0.00
H18 -3.68 1.41 -4.87  0.00
H19 -2.54 3.59 -4.34  0.00
H20 -1.76 3.99 -2.01  0.00
C32 5.90 -0.23 -1.36  0.00
C33 4.98 -1.31 -1.96  0.00
C34 3.54 -1.15 -1.46  0.00
C35 3.20 0.34 -1.30  -0.02
C36 4.01 0.87 -0.10  0.00
C37 5.39 0.20 0.01  0.01
P1 1.39 0.68 -1.12  -0.02
C38 0.70 0.44 -2.84  0.01
C39 0.15 -1.00 -3.01  0.01
C40 -0.21 -1.27 -4.47  0.00
C41 1.05 -1.26 -5.36  0.00
C42 2.16 -0.35 -4.78  0.00
C43 1.56 0.85 -4.06  0.00
C44 1.36 2.55 -0.98  -0.01
C45 2.32 3.39 -1.85  0.00
C46 2.57 4.79 -1.25  0.00
C47 1.30 5.31 -0.59  0.00
C48 0.98 4.47 0.66  0.00
C49 1.43 3.00 0.50  0.01
H21 5.91 0.65 -2.02  0.00
H22 6.93 -0.58 -1.31  0.00
H23 5.35 -2.30 -1.67  0.00
H24 5.01 -1.26 -3.05  0.00
H25 3.43 -1.62 -0.48  0.01
H26 2.85 -1.67 -2.12  0.00
H27 3.53 0.85 -2.22  0.00
H28 3.44 0.69 0.82  0.02
H29 4.14 1.95 -0.19  0.00
H30 5.33 -0.68 0.66  0.00
H31 6.10 0.88 0.49  0.00
H32 -0.18 1.09 -2.81  0.00
H33 -0.73 -1.13 -2.38  0.00
H34 0.88 -1.74 -2.68  0.00
H35 -0.92 -0.50 -4.81  0.00
H36 -0.72 -2.22 -4.55  0.00
H37 0.79 -0.93 -6.37  0.00
H38 1.44 -2.28 -5.45  0.00
H39 2.82 -0.01 -5.58  0.00
H40 2.78 -0.92 -4.08  0.00
H41 0.94 1.41 -4.76  0.00
H42 2.36 1.53 -3.77  0.00
H43 0.34 2.77 -1.29  0.00
H44 1.87 3.52 -2.84  0.00
H45 3.28 2.90 -2.01  0.00
H46 2.92 5.46 -2.03  0.00
H47 3.37 4.73 -0.50  0.00
H48 0.47 5.25 -1.31  0.00
H49 1.41 6.36 -0.32  0.00
H50 -0.09 4.50 0.86  0.00
H51 1.48 4.90 1.53  0.00
H52 0.81 2.35 1.11  0.00
H53 2.45 2.90 0.87  0.00

Summary:
- HOMO level (spin up / spin down): -2.8 / -5.3 eV
- Orbital gap (spin up / spin down): 4.744 / 7.159 eV
- 2S+1: 2
- E: -8399.94757 Ha
- Max |F|: 0.817 eV/A
- Net charge: -1
- Expectation value of S²: 0.7687
- E_LUMO (spin up / spin down): 1.92 / 1.91 eV

Record 4
This record from OMol25 describes a structure of composition C49H53EuN3P4S2SeSi. The level of theory is ωB97M-V with the def2-TZVPD basis set.

Each line ends with the Mulliken spin population.
Atoms and positions in Å:
Eu1 0.11 -0.90 0.41  6.96
C1 0.83 -2.54 4.19  0.01
P1 0.57 -0.97 3.28  0.01
C2 -0.91 -0.38 4.19  0.00
C3 1.91 0.12 3.92  0.00
C4 2.89 -0.32 4.80  0.00
C5 3.94 0.52 5.15  0.00
C6 4.04 1.78 4.60  0.00
C7 3.08 2.22 3.70  0.00
C8 2.01 1.40 3.36  -0.02
P2 0.67 1.91 2.20  0.02
C9 -0.28 3.01 3.36  0.00
C10 1.43 3.31 1.28  0.00
H1 1.78 -2.99 3.92  0.00
H2 0.03 -3.21 3.87  0.00
H3 0.76 -2.40 5.27  0.00
H4 -0.65 -0.07 5.21  0.00
H5 -1.61 -1.22 4.22  0.00
H6 -1.39 0.44 3.65  0.00
H7 2.84 -1.31 5.23  0.00
H8 4.70 0.17 5.84  0.00
H9 4.87 2.43 4.86  0.00
H10 3.18 3.20 3.26  0.00
H11 0.40 3.67 3.90  0.00
H12 -0.88 2.44 4.07  0.00
H13 -0.96 3.61 2.74  0.00
H14 1.72 4.12 1.95  0.00
H15 0.67 3.69 0.59  0.00
H16 2.29 2.98 0.70  0.00
C11 1.77 1.24 -3.14  -0.01
C12 1.07 -0.12 -2.99  0.04
P3 -0.77 0.07 -3.14  0.00
C13 -0.99 -0.29 -4.95  0.00
C14 -1.88 0.48 -5.70  0.00
C15 -2.11 0.21 -7.04  0.00
C16 -1.44 -0.83 -7.66  0.00
C17 -0.55 -1.60 -6.93  0.00
C18 -0.34 -1.34 -5.58  0.00
C19 -1.42 -1.54 -2.50  0.02
C20 -2.72 -1.43 -2.01  -0.01
C21 -3.41 -2.55 -1.54  0.00
C22 -2.78 -3.78 -1.55  0.00
C23 -1.50 -3.91 -2.06  0.00
C24 -0.81 -2.80 -2.53  -0.01
C25 0.98 2.38 -2.46  -0.02
P4 -0.53 2.70 -3.52  0.00
C26 -1.86 3.06 -2.29  0.00
C27 -1.68 3.91 -1.20  0.00
C28 -2.74 4.19 -0.35  0.00
C29 -3.99 3.66 -0.59  0.00
C30 -4.18 2.80 -1.66  0.00
C31 -3.12 2.50 -2.50  0.00
C32 -0.27 4.48 -4.05  0.00
C33 -0.80 4.79 -5.31  0.00
C34 -0.77 6.09 -5.79  0.00
C35 -0.22 7.10 -5.02  0.00
C36 0.33 6.80 -3.78  0.00
C37 0.31 5.50 -3.30  0.00
H17 1.87 1.48 -4.20  0.00
H18 2.77 1.18 -2.71  0.00
H19 1.27 -0.51 -1.98  -0.01
H20 1.46 -0.82 -3.72  0.00
H21 -2.38 1.32 -5.23  0.00
H22 -2.83 0.81 -7.59  0.00
H23 -1.62 -1.04 -8.71  0.00
H24 -0.04 -2.43 -7.41  0.00
H25 0.33 -1.98 -5.03  0.00
H26 -3.20 -0.46 -2.00  0.00
H27 -4.42 -2.45 -1.17  0.00
H28 -3.30 -4.65 -1.17  0.00
H29 -1.01 -4.87 -2.07  0.00
H30 0.18 -2.91 -2.94  0.00
H31 1.60 3.27 -2.41  0.00
H32 0.68 2.08 -1.45  0.02
H33 -0.72 4.36 -1.02  0.00
H34 -2.58 4.84 0.51  0.00
H35 -4.82 3.90 0.07  0.00
H36 -5.15 2.36 -1.84  0.00
H37 -3.27 1.82 -3.33  0.00
H38 -1.23 4.00 -5.91  0.00
H39 -1.17 6.31 -6.77  0.00
H40 -0.21 8.12 -5.38  0.00
H41 0.77 7.58 -3.18  0.00
H42 0.76 5.28 -2.34  0.00
S1 -2.21 0.55 0.69  0.01
C38 -3.45 -0.55 1.19  0.01
C39 -4.76 -0.06 1.20  -0.01
C40 -5.86 -0.84 1.55  0.00
C41 -7.16 -0.26 1.52  0.00
N1 -8.19 0.24 1.48  0.00
C42 -5.65 -2.19 1.92  0.00
C43 -4.36 -2.68 1.94  0.00
C44 -3.24 -1.91 1.59  0.01
S2 -1.68 -2.67 1.66  -0.01
C45 -6.75 -3.03 2.24  0.00
N2 -7.63 -3.72 2.51  0.00
H43 -4.92 0.97 0.92  0.00
H44 -4.18 -3.72 2.21  0.00
Se1 4.87 1.27 0.08  0.00
C46 3.23 0.71 0.24  0.03
N3 2.10 0.38 0.32  -0.07
C47 2.76 -3.62 -1.83  -0.01
Si1 1.83 -3.12 -0.19  0.00
C48 3.34 -2.83 0.99  0.00
C49 1.19 -4.86 0.38  0.00
H45 3.64 -4.24 -1.60  0.00
H46 3.12 -2.74 -2.37  0.00
H47 2.12 -4.21 -2.50  0.00
H48 3.91 -3.75 1.20  0.00
H49 3.02 -2.41 1.95  0.00
H50 4.04 -2.11 0.55  0.00
H51 1.98 -5.62 0.40  0.00
H52 0.40 -5.22 -0.28  0.00
H53 0.76 -4.79 1.39  0.00

Summary:
- HOMO level (spin up / spin down): -1.2 / -1.3 eV
- Orbital gap (spin up / spin down): 4.908 / 5.050 eV
- 2S+1: 8
- E: -7626.44981 Ha
- Max |F|: 1.598 eV/A
- Net charge: -2
- Expectation value of S²: 15.7616
- E_LUMO (spin up / spin down): 3.74 / 3.74 eV